Formula: C30H23IN3O11
Source: OMol25
Level of theory: ωB97M-V/def2-TZVPD

The value obtained for the HOMO energy is -11.4 eV. The LUMO energy comes out at -4.54 eV. Its orbital gap is 6.83 eV. Its net charge is +1. The total energy is -66566.58522 eV.

CARTESIAN COORDINATES (ANGSTROEM)
C (4.1739, -4.6617, 0.7811)
C (4.5896, -3.7765, 0.0860)
C (4.9597, -2.7777, -0.9324)
C (4.0469, -1.5682, -0.8624)
C (4.4806, -0.3408, -0.3606)
C (5.8595, -0.0242, 0.1804)
O (5.9370, 0.6915, 1.1337)
O (6.9497, -0.5027, -0.4731)
C (3.5900, 0.7250, -0.2900)
C (2.2838, 0.5821, -0.6820)
C (1.3207, 1.7362, -0.5777)
C (2.0330, 3.0758, -0.7807)
O (2.3329, 3.4453, -1.8655)
I (2.4674, 4.2373, 0.9523)
N (1.8697, -0.6282, -1.1469)
C (0.4716, -0.7671, -1.5275)
C (-0.4385, -1.3572, -0.6577)
C (-1.7474, -1.4118, -1.1061)
C (-2.0560, -0.8920, -2.3569)
N (-1.1833, -0.3507, -3.2109)
C (0.0699, -0.3070, -2.7643)
C (2.7138, -1.6823, -1.2619)
C (2.2076, -2.9697, -1.8378)
C (2.7854, -3.2615, -3.2200)
N (2.3148, -4.2175, -3.8882)
H (3.7259, -5.3529, 1.4570)
H (4.9648, -3.2307, -1.9223)
H (5.9834, -2.4783, -0.7377)
H (7.4760, -1.0142, 0.1604)
H (3.9499, 1.6612, 0.1127)
H (0.8161, 1.7021, 0.3911)
H (0.5447, 1.7038, -1.3394)
H (-0.1235, -1.7448, 0.3029)
H (-2.5202, -1.8567, -0.4950)
H (-3.0893, -0.9203, -2.6852)
H (0.8171, 0.1246, -3.4285)
H (2.4434, -3.7984, -1.1691)
H (1.1291, -2.9673, -1.9655)
H (3.5956, -2.6138, -3.5752)
H (2.7862, -4.2912, -4.7889)
C (-5.0043, -4.5103, 1.8048)
C (-5.7726, -4.9204, 2.8277)
C (-5.6742, -4.2978, 4.1991)
O (-6.4181, -4.7190, 5.0597)
C (-4.6985, -3.2389, 4.4088)
C (-3.9360, -2.8379, 3.3863)
C (-4.0525, -3.4462, 2.0150)
O (-3.3211, -3.0039, 1.1369)
O (-3.0204, -1.8755, 3.4921)
O (-6.6653, -5.8869, 2.7188)
H (-5.0685, -4.9487, 0.8191)
H (-4.6238, -2.8066, 5.3965)
H (-2.6286, -1.7860, 2.6045)
H (-7.0830, -5.9813, 3.5982)
C (-2.9840, 7.5169, 0.9384)
C (-1.7221, 7.6959, 1.3534)
C (-0.5517, 7.0752, 0.6369)
O (0.5633, 7.2943, 1.0738)
C (-0.8109, 6.2440, -0.5255)
C (-2.0723, 6.0628, -0.9379)
C (-3.2426, 6.7008, -0.2335)
O (-4.3488, 6.4866, -0.6913)
O (-2.3977, 5.3169, -1.9865)
O (-1.4025, 8.4246, 2.4149)
H (-3.8305, 7.9588, 1.4445)
H (0.0361, 5.7970, -1.0277)
H (-3.3715, 5.3707, -2.0622)
H (-0.4293, 8.3958, 2.4872)



Formula: C24H48Cl44O4S3
Source: OMol25
Level of theory: ωB97M-V/def2-TZVPD

The value obtained for the HOMO energy is -9.2 eV. The LUMO energy comes out at 0.19 eV. Its orbital gap is 9.36 eV. The total energy is -617348.03228 eV.

CARTESIAN COORDINATES (ANGSTROEM)
O (-6.6339, 2.3293, 2.8593)
S (-5.5900, 2.3117, 1.9015)
O (-5.6277, 3.2950, 0.8771)
O (-4.1900, 2.2318, 2.6700)
C (-3.1976, 1.6023, 1.7876)
S (-2.1217, 2.9650, 1.2096)
C (-4.0727, 0.9761, 0.6773)
S (-3.4154, -0.5043, -0.0743)
O (-5.3875, 0.8645, 1.2235)
H (-2.6220, 0.8687, 2.3478)
H (-2.2874, 3.7690, 2.2689)
H (-3.9924, 1.7103, -0.1301)
H (-3.4078, -0.1957, -1.3778)
C (-0.8125, -1.3449, -3.5770)
Cl (-2.0448, -2.5937, -3.3396)
Cl (-1.2386, 0.1364, -2.7161)
H (0.1310, -1.7039, -3.1802)
H (-0.7138, -1.1405, -4.6381)
C (-0.3825, 3.1233, 5.2868)
Cl (-1.7306, 4.2618, 5.1023)
Cl (0.0055, 2.3126, 3.7644)
H (0.4864, 3.6665, 5.6347)
H (-0.6783, 2.3604, 5.9955)
C (1.4920, 2.5105, 8.8959)
Cl (0.2006, 3.7034, 8.6873)
Cl (1.9441, 1.7498, 7.3591)
H (2.3658, 3.0090, 9.3010)
H (1.1558, 1.7286, 9.5779)
C (0.5036, -4.9299, -5.6429)
Cl (0.6641, -3.2060, -6.0210)
Cl (1.4516, -5.9277, -6.7452)
H (0.8671, -5.0971, -4.6341)
H (-0.5410, -5.2091, -5.7173)
C (-0.7964, 0.7559, -7.1727)
Cl (-1.1654, 2.0778, -6.0569)
Cl (0.4648, -0.3074, -6.5294)
H (-1.6957, 0.1711, -7.3296)
H (-0.4496, 1.1719, -8.1100)
C (3.3026, -0.2643, 11.4608)
Cl (4.5310, 0.8058, 10.7782)
Cl (1.7412, -0.0568, 10.6544)
H (3.6191, -1.2920, 11.3244)
H (3.1897, -0.0386, 12.5145)
C (4.5379, -5.1132, -4.2660)
Cl (3.4373, -6.4687, -4.0038)
Cl (3.9193, -3.6336, -3.5240)
H (5.5012, -5.3510, -3.8289)
H (4.6369, -4.9501, -5.3336)
C (-3.3662, -5.3017, -0.6638)
Cl (-4.2749, -5.1253, -2.1752)
Cl (-2.1286, -4.0615, -0.4842)
H (-4.0594, -5.2227, 0.1662)
H (-2.8855, -6.2732, -0.6610)
C (1.7804, 4.7343, 0.8973)
Cl (2.9211, 5.8545, 0.1381)
Cl (0.1865, 4.7915, 0.1318)
H (2.1722, 3.7266, 0.8081)
H (1.6717, 5.0051, 1.9410)
C (2.4828, 3.1417, -2.3978)
Cl (1.2656, 2.0567, -3.0722)
Cl (3.5306, 2.3162, -1.2297)
H (3.0986, 3.5253, -3.2031)
H (1.9749, 3.9559, -1.8939)
C (3.7892, 5.3396, 6.2181)
Cl (2.6433, 5.1554, 4.8846)
Cl (2.9720, 5.5496, 7.7717)
H (4.4073, 4.4508, 6.2693)
H (4.3995, 6.2144, 6.0276)
C (2.9895, -2.2225, 7.0708)
Cl (4.3514, -1.8016, 8.1180)
Cl (2.2056, -3.7227, 7.5799)
H (2.2628, -1.4186, 7.1135)
H (3.3568, -2.3476, 6.0591)
C (-0.1604, -5.7010, 2.9878)
Cl (0.8380, -4.6398, 1.9891)
Cl (-1.7866, -5.8875, 2.3183)
H (0.3086, -6.6759, 3.0373)
H (-0.2423, -5.2701, 3.9796)
C (-7.0809, -1.0256, 3.5709)
Cl (-5.9443, -2.2512, 2.9868)
Cl (-7.3403, -1.1461, 5.3168)
H (-6.6775, -0.0434, 3.3487)
H (-8.0303, -1.1670, 3.0685)
C (-3.2721, -2.0620, 5.1723)
Cl (-3.2582, -0.3386, 4.7827)
Cl (-2.3014, -3.0190, 4.0428)
H (-2.8705, -2.1936, 6.1705)
H (-4.2973, -2.4117, 5.1275)
C (1.1795, -9.8316, -7.6913)
Cl (2.3812, -8.6718, -8.2808)
Cl (0.4486, -9.3463, -6.1581)
H (0.3963, -9.9214, -8.4346)
H (1.6714, -10.7859, -7.5459)
C (3.6777, -7.3131, 2.1511)
Cl (2.4161, -7.9029, 1.0635)
Cl (3.0218, -6.8395, 3.7237)
H (4.4010, -8.1051, 2.3041)
H (4.1510, -6.4486, 1.7001)
C (-2.4701, 5.6849, -6.6055)
Cl (-3.3745, 6.0303, -8.0841)
Cl (-1.1602, 6.8426, -6.3488)
H (-3.1507, 5.7362, -5.7637)
H (-2.0435, 4.6920, -6.6897)
C (6.6500, -0.4157, -3.6898)
Cl (5.1573, 0.2529, -4.3585)
Cl (6.8117, -2.1414, -4.0410)
H (7.4927, 0.1075, -4.1258)
H (6.6379, -0.2828, -2.6143)
C (-3.2773, 1.9138, 8.1746)
Cl (-4.6377, 0.9087, 7.6825)
Cl (-1.7433, 1.1582, 7.7229)
H (-3.3521, 2.8703, 7.6688)
H (-3.2970, 2.0521, 9.2493)
C (-0.8068, 4.3653, -10.8624)
Cl (-0.9969, 3.4426, -9.3619)
Cl (0.2576, 5.7541, -10.6497)
H (-0.3852, 3.7131, -11.6183)
H (-1.7836, 4.7195, -11.1716)
C (0.9648, 9.3663, -12.1963)
Cl (-0.2323, 8.3917, -13.0540)
Cl (1.9202, 8.4319, -11.0327)
H (1.6423, 9.7921, -12.9267)
H (0.4475, 10.1527, -11.6597)



Formula: C5H11NO2
Source: OMol25
Level of theory: ωB97M-V/def2-TZVPD

The value obtained for the HOMO energy is -8.5 eV. The LUMO energy comes out at -0.95 eV. Its orbital gap is 7.57 eV. Its energy above the lowest of the compared OMol25 structures with the same formula, charge and spin is 178.9 kcal per mole. The total energy is -10941.51099 eV.

CARTESIAN COORDINATES (ANGSTROEM)
O (-1.7049, -1.6984, -0.4523)
C (-0.6804, -1.2019, -0.9297)
C (-0.3313, 0.2183, -1.0832)
C (0.2092, 0.6634, 0.2279)
C (1.6639, 0.3308, 0.3446)
C (2.5625, 1.1393, -0.2946)
N (1.9614, -0.8498, 1.2061)
H (0.1531, -1.8566, -0.9673)
H (0.3623, 0.6545, -1.9185)
H (-1.3191, 0.7808, -1.4776)
H (0.0128, 1.6662, 0.1338)
H (-0.2578, 0.4235, 1.1659)
H (3.6389, 0.9051, -0.0339)
H (2.1646, 2.0178, 1.2284)
H (2.9704, -1.0073, 1.1091)
H (1.7210, -0.6116, 2.1476)
H (-3.8933, 1.1562, 0.6411)
H (-2.6564, 0.0478, 0.1738)
O (-2.9415, 1.0574, 0.4229)